(1)
Formula: C19H44ClFN4O15P3S
Source: OMol25
Level of theory: the ωB97M-V functional and the def2-TZVPD basis

Summary:
Charge = +1
Energy = -4080.03768 Ha
Gap between HOMO and LUMO = 0.344 Ha
Multiplicity = 1

Element x y z (Å)
C (-5.13009, 2.12418, -4.47113)
C (-4.56203, 0.76394, -4.07953)
Cl (-2.93216, 1.04259, -3.38833)
C (-5.51721, 0.12402, -3.02499)
C (-4.81890, -0.54524, -1.90955)
N (-4.89258, -0.27634, -0.62561)
C (-4.13169, -1.12992, 0.07653)
N (-3.97146, -1.15214, 1.38157)
C (-4.72914, -0.15832, 2.15952)
C (-3.94063, 1.12743, 2.36598)
O (-4.02618, 1.96151, 1.21307)
C (-3.09728, -2.09239, 2.11307)
C (-2.77655, -1.69103, 3.55779)
O (-1.52700, -2.33470, 3.89432)
C (-1.67605, -3.55544, 4.43311)
O (-2.39517, -4.39575, 4.00233)
N (-3.54283, -2.00347, -0.82455)
S (-2.52164, -3.36028, -0.76293)
N (-4.00989, -1.58150, -2.05130)
F (-3.65092, -2.20385, -3.16832)
H (-4.62373, 2.51722, -5.34873)
H (-4.96581, 2.83466, -3.66300)
H (-6.20088, 2.02839, -4.64664)
H (-4.51457, 0.12443, -4.95443)
H (-6.20080, 0.86936, -2.63102)
H (-6.12620, -0.61702, -3.54703)
H (-5.08285, -0.57961, 3.09802)
H (-5.63416, 0.13479, 1.63033)
H (-4.27391, 1.65072, 3.26170)
H (-2.88076, 0.91206, 2.50406)
H (-3.15823, 1.98633, 0.80413)
H (-3.53525, -3.08741, 2.09094)
H (-2.14246, -2.12335, 1.59387)
H (-2.60587, -0.63440, 3.71476)
H (-3.52866, -2.10026, 4.22807)
H (-1.07369, -3.73568, 5.32766)
H (-1.31985, -2.75617, -0.85400)
C (-1.22833, 4.61423, 7.10281)
O (-1.03324, 3.18669, 7.21768)
P (-1.58375, 2.24596, 6.01555)
O (-2.97921, 1.91396, 6.32940)
O (-0.57262, 1.02270, 6.35601)
C (0.77407, 1.25499, 6.78802)
O (-1.49492, 2.08219, 4.41855)
C (-0.21865, 2.18437, 3.74268)
H (-0.81396, 5.07361, 7.99496)
H (-0.70982, 5.01081, 6.22959)
H (-2.29189, 4.84634, 7.03913)
H (0.83268, 1.14759, 7.86998)
H (1.13043, 2.24545, 6.50991)
H (1.41205, 0.50941, 6.31623)
H (0.29331, 1.22520, 3.78569)
H (0.41514, 2.95834, 4.17400)
H (-0.40650, 2.43052, 2.70147)
C (4.42449, -1.47203, 2.65954)
O (3.27769, -1.57979, 1.78761)
P (2.81902, -0.24593, 0.96510)
O (1.88578, 0.47690, 1.84037)
O (2.05839, -1.15240, -0.16655)
C (2.61175, -2.38730, -0.63371)
O (3.32232, 0.84807, -0.08730)
C (4.16574, 0.43467, -1.19801)
H (4.57259, -2.44015, 3.12884)
H (5.32153, -1.21401, 2.09640)
H (4.24500, -0.72195, 3.43105)
H (2.12105, -3.22242, -0.13291)
H (3.68345, -2.45215, -0.45758)
H (2.43266, -2.45267, -1.70622)
H (3.55020, 0.05731, -2.00840)
H (4.88170, -0.32821, -0.89369)
H (4.71034, 1.30176, -1.55255)
C (7.66627, 0.03005, -5.90009)
O (6.47575, -0.75622, -5.66451)
P (5.06204, 0.03339, -5.47440)
O (4.95183, 0.34499, -4.04419)
O (4.20871, -1.28518, -5.91194)
C (4.65049, -2.15629, -6.96067)
O (4.03854, 1.06169, -6.18025)
C (3.77678, 0.95125, -7.59332)
H (8.50150, -0.65833, -5.98622)
H (7.58258, 0.59846, -6.82642)
H (7.84358, 0.70852, -5.06485)
H (5.12748, -3.03474, -6.52912)
H (5.35245, -1.66761, -7.63428)
H (3.77671, -2.46604, -7.53176)
H (3.00988, 0.19677, -7.76414)
H (4.67275, 0.69589, -8.15812)
H (3.41124, 1.91395, -7.93913)

=====

(2)
Formula: C7H14OPTc
Source: OMol25
Level of theory: the ωB97M-V functional and the def2-TZVPD basis

Summary:
Charge = +1
Energy = -772.14835 Ha
Relative energy (zero: lowest compared OMol25 entry of this formula, charge and spin) = 0.0 kJ/mol
Expectation value of S² = 3.77
Gap between HOMO and LUMO (spin up / spin down) = 0.291 / 0.285 Ha
Multiplicity = 4

Element x y z (Å)
C (0.23089, -0.00050, -2.22433)
C (0.76201, -1.36901, -2.15304)
C (2.03024, -1.29661, -1.42983)
C (2.17828, 0.09557, -1.00179)
C (1.13971, 0.86648, -1.62434)
Tc (0.44004, -1.26510, -0.10064)
P (-1.75149, -1.62718, -0.51690)
H (-0.67895, 0.28691, -2.74361)
H (0.44154, -2.20433, -2.76551)
H (2.76087, -2.09184, -1.28950)
H (1.11815, 1.94474, -1.67722)
H (3.09538, 0.48738, -0.57679)
H (-2.56521, -2.26652, 0.45241)
H (-2.20601, -2.39187, -1.62771)
H (-2.61180, -0.50726, -0.72224)
C (-0.69397, 1.62518, 3.00410)
C (-0.74871, 1.21838, 1.54491)
O (0.28018, 0.15241, 1.31115)
H (-0.80049, 0.76350, 3.66468)
H (-1.49288, 2.33374, 3.22729)
H (0.25417, 2.11348, 3.23707)
H (-1.70327, 0.78898, 1.22688)
H (-0.49731, 2.03135, 0.85799)
H (1.01863, 0.31210, 1.92698)

=====

(3)
Formula: C8H18IN3O
Source: OMol25
Level of theory: the ωB97M-V functional and the def2-TZVPD basis

Summary:
Charge = 0
Energy = -852.65492 Ha
Relative energy (zero: lowest compared OMol25 entry of this formula, charge and spin) = 83.4 kJ/mol
Gap between HOMO and LUMO = 0.304 Ha
Multiplicity = 1

Element x y z (Å)
C (-2.86328, 1.45553, 1.99701)
C (-3.00349, 0.15119, 2.74084)
C (-2.54497, 0.19933, 1.36785)
C (4.20154, -1.35880, -0.03289)
C (2.96610, -1.31772, 0.83682)
C (1.72150, -0.45920, 0.43261)
C (1.33816, -0.71288, -1.05915)
C (0.45632, 1.28053, -1.85540)
N (-0.55055, 2.12831, -2.05475)
N (-2.29222, -0.42344, 0.32320)
N (0.21345, 0.14156, -1.43823)
O (-3.28131, 0.65402, -1.74953)
I (-2.35042, -2.51921, 0.37773)
H (-3.77915, 1.94290, 1.71979)
H (-2.12362, 2.23938, 2.10656)
H (-2.46323, -0.27612, 3.57907)
H (-4.07807, -0.26620, 2.82621)
H (5.05459, -1.62472, 0.48187)
H (4.36851, -0.37912, -0.54257)
H (4.03592, -2.29703, -0.61681)
H (2.60710, -2.35670, 0.93536)
H (3.27858, -0.79121, 1.66627)
H (0.93299, -0.89004, 1.12636)
H (1.71619, 0.66555, 0.55888)
H (2.24804, -0.62752, -1.75433)
H (1.09741, -1.71682, -1.26769)
H (1.43157, 1.76325, -2.02112)
H (-1.39557, 1.68040, -2.07672)
H (-0.49036, 3.09619, -2.49066)
H (-2.87236, -0.15711, -1.38185)
H (-3.57939, 0.77573, -2.73473)

=====

(4)
Formula: C5H6O2S
Source: OMol25
Level of theory: the ωB97M-V functional and the def2-TZVPD basis

Summary:
Charge = 0
SMILES string = C1OC2=C(COC2)S1
Energy = -742.72551 Ha
Relative energy (zero: lowest compared OMol25 entry of this formula, charge and spin) = 155.9 kJ/mol
Gap between HOMO and LUMO = 0.313 Ha
Multiplicity = 1

Element x y z (Å)
C (0.45455, 0.12575, 2.28770)
O (1.24152, -0.28467, 1.16750)
C (0.50397, -0.18095, 0.03490)
C (-0.73535, 0.26533, 0.08610)
C (-1.32173, 0.28519, -1.29670)
O (-0.26173, -0.17269, -2.12758)
C (0.91111, -0.49136, -1.37812)
S (-1.24261, 0.63465, 1.72599)
H (0.38003, -0.67618, 2.99152)
H (0.96072, 0.98387, 2.76996)
H (-1.60306, 1.31399, -1.63893)
H (-2.22710, -0.38051, -1.40544)
H (1.18506, -1.56562, -1.48619)
H (1.75463, 0.14321, -1.73070)

=====

(5)
Formula: C31H72ClN12O8
Source: OMol25
Level of theory: the ωB97M-V functional and the def2-TZVPD basis

Summary:
Charge = +1
Energy = -2943.39285 Ha
Gap between HOMO and LUMO = 0.288 Ha
Multiplicity = 1

Element x y z (Å)
C (-0.28169, 1.50101, 5.20196)
C (-0.47930, 2.02132, 3.78451)
C (0.12718, 1.16564, 2.62799)
C (0.84668, -0.08349, 3.10686)
N (1.09034, 2.01297, 1.86567)
C (0.70531, 3.12754, 1.21230)
N (-0.51506, 3.62373, 1.23184)
N (1.71915, 3.64122, 0.44071)
C (2.86005, 2.72801, 0.63582)
N (3.58824, 3.16037, 1.81658)
C (2.07628, 1.45014, 0.96897)
Cl (1.25105, 0.86939, -0.52108)
H (0.75307, 1.60331, 5.52500)
H (-0.61638, 0.47691, 5.34842)
H (-0.87976, 2.11501, 5.87795)
H (-0.04876, 3.01977, 3.73727)
H (-1.54252, 2.13661, 3.56625)
H (-0.67624, 0.83762, 1.96189)
H (1.79538, 0.15836, 3.58702)
H (0.21047, -0.65426, 3.77584)
H (1.07066, -0.73073, 2.25553)
H (-1.31109, 3.01077, 1.15988)
H (-0.70629, 4.64323, 1.27705)
H (1.91999, 4.61607, 0.64013)
H (3.49172, 2.59938, -0.24118)
H (3.88797, 4.12377, 1.73945)
H (4.40561, 2.58565, 1.97873)
H (2.67859, 0.62772, 1.33119)
C (-1.26228, 6.26000, 3.55490)
O (-1.01162, 6.19286, 2.34659)
N (-2.23146, 5.57742, 4.16067)
C (-2.40093, 5.59469, 5.60011)
C (-3.12897, 4.76573, 3.33564)
H (-0.66280, 6.87901, 4.23691)
H (-2.29299, 4.58850, 6.00720)
H (-3.38772, 5.97360, 5.86699)
H (-1.64659, 6.23705, 6.05018)
H (-2.51116, 4.09357, 2.75313)
H (-3.71159, 5.37040, 2.64809)
H (-3.80679, 4.19857, 3.96574)
C (-5.46013, 3.35208, 0.44302)
O (-5.05387, 4.06264, 1.35311)
N (-5.11832, 3.50670, -0.84345)
C (-5.63116, 2.62382, -1.87689)
C (-4.21723, 4.58849, -1.19747)
H (-6.15264, 2.51391, 0.61180)
H (-4.81016, 2.10866, -2.37898)
H (-6.19406, 3.19437, -2.61888)
H (-6.28214, 1.87582, -1.43574)
H (-3.26157, 4.48485, -0.68012)
H (-4.63983, 5.55244, -0.91368)
H (-4.04849, 4.56967, -2.27093)
C (0.16519, -4.28003, -1.73293)
O (-0.77044, -3.58769, -1.38088)
N (1.43908, -3.84692, -1.80668)
C (2.52965, -4.69868, -2.23842)
C (1.70517, -2.46878, -1.43847)
H (0.04699, -5.33650, -2.02793)
H (3.28363, -4.79443, -1.45554)
H (3.00083, -4.27861, -3.12916)
H (2.14709, -5.68877, -2.47832)
H (1.40254, -2.28768, -0.40635)
H (1.13779, -1.79000, -2.07591)
H (2.76794, -2.26482, -1.54749)
C (-7.82757, -0.59608, -2.53071)
O (-6.97975, -0.21363, -1.74176)
N (-7.58561, -0.88245, -3.82027)
C (-8.62766, -1.33827, -4.71852)
C (-6.22973, -0.73096, -4.32137)
H (-8.87993, -0.74472, -2.24076)
H (-8.39227, -2.32795, -5.11337)
H (-8.74595, -0.64865, -5.55595)
H (-9.57104, -1.39517, -4.17966)
H (-5.54192, -1.36951, -3.76687)
H (-5.89282, 0.30027, -4.21117)
H (-6.21018, -1.00382, -5.37335)
C (2.35220, -5.16498, -6.11130)
O (3.51120, -5.41833, -6.38865)
N (1.29052, -5.85198, -6.55919)
C (-0.06673, -5.49816, -6.19730)
C (1.52422, -6.98660, -7.44060)
H (2.07521, -4.32024, -5.45411)
H (-0.55627, -6.32358, -5.67703)
H (-0.65144, -5.25139, -7.08494)
H (-0.05304, -4.63080, -5.53922)
H (2.14214, -7.73462, -6.94462)
H (2.04386, -6.66717, -8.34346)
H (0.56754, -7.42651, -7.70977)
C (3.31261, -1.92845, -8.44778)
O (2.82529, -1.20549, -9.29546)
N (4.61585, -1.95660, -8.11648)
C (5.11853, -2.84393, -7.08469)
C (5.52539, -1.06977, -8.81978)
H (2.70779, -2.64216, -7.85989)
H (5.57828, -2.26322, -6.28046)
H (5.86251, -3.53061, -7.49134)
H (4.30139, -3.43526, -6.68350)
H (5.23315, -0.02847, -8.68027)
H (5.51419, -1.27638, -9.89008)
H (6.53071, -1.21921, -8.43357)
C (6.75553, 1.21724, 2.61182)
O (6.54307, 0.16949, 2.03139)
N (7.04337, 1.33343, 3.91797)
C (7.27040, 2.61669, 4.55120)
C (7.13486, 0.11846, 4.71492)
H (6.71850, 2.19297, 2.08968)
H (8.27418, 2.66736, 4.97527)
H (6.54703, 2.78693, 5.35051)
H (7.16858, 3.40969, 3.81223)
H (7.90847, -0.53929, 4.32035)
H (6.19037, -0.42493, 4.69412)
H (7.37545, 0.38665, 5.74014)
C (-0.46838, -2.23670, 7.43731)
O (0.04822, -1.13418, 7.39167)
N (-1.77473, -2.45438, 7.66957)
C (-2.33918, -3.78830, 7.71918)
C (-2.64025, -1.30711, 7.88354)
H (0.10750, -3.16593, 7.29483)
H (-3.10982, -3.91208, 6.95631)
H (-2.78315, -3.98485, 8.69637)
H (-1.55400, -4.52032, 7.54203)
H (-2.63059, -0.65023, 7.01292)
H (-2.30345, -0.72755, 8.74303)
H (-3.65427, -1.65718, 8.05850)

=====

(6)
Formula: C5H8N4O
Source: OMol25
Level of theory: the ωB97M-V functional and the def2-TZVPD basis

Summary:
Charge = 0
Energy = -489.35775 Ha
Relative energy (zero: lowest compared OMol25 entry of this formula, charge and spin) = 712.1 kJ/mol
Gap between HOMO and LUMO = 0.333 Ha
Multiplicity = 1

Element x y z (Å)
C (0.55788, 2.56304, 1.02548)
C (0.04430, 1.11796, 0.83477)
C (-0.88675, 0.54824, 1.46325)
C (-1.28506, -0.86634, 1.06576)
C (0.30920, -0.72145, -0.82336)
H (-0.36100, 3.32206, 1.33683)
H (1.36654, 2.85747, 0.05182)
H (1.39052, 2.61831, 1.62356)
H (-0.98834, 0.94594, 2.22530)
H (-0.98159, -2.17872, -0.47937)
H (1.50359, 1.25414, -1.05698)
H (-0.34432, -2.55394, -2.50488)
H (0.49190, -2.97113, -1.68606)
N (-0.70725, -1.35367, -0.03787)
N (0.63860, 0.58008, -0.38819)
N (0.80620, -1.18627, -1.91858)
N (0.61245, -2.45831, -2.36236)
O (-2.16684, -1.51741, 1.63090)